(1)
# C15H15ClN2O3S

One molecule with the formula C15H15ClN2O3S (ωB97M-V/def2-TZVPD, the Open Molecules 2025 dataset).

Summary:
Structure (SMILES) = C/C(N)=C(/C#N)C(=O)COC(=O)CCSc1ccccc1Cl
Lowest unoccupied orbital energy = 0.362 eV
Highest occupied orbital energy = -8.50 eV
E = -1774.22633 hartree

CARTESIAN COORDINATES (ANGSTROEM)
C: 3.149 0.815 -1.697
C: 3.299 0.033 -0.444
N: 4.462 -0.605 -0.257
C: 2.291 -0.048 0.500
C: 2.521 -0.815 1.656
N: 2.751 -1.464 2.577
C: 1.005 0.605 0.343
O: 0.653 1.221 -0.641
C: 0.075 0.470 1.552
O: -1.231 0.863 1.186
C: -1.420 2.175 0.992
O: -0.631 3.021 1.319
C: -2.759 2.475 0.353
C: -3.751 1.320 0.327
S: -3.615 0.277 -1.174
C: -2.285 -0.847 -0.822
C: -1.204 -0.863 -1.693
C: -0.155 -1.743 -1.501
C: -0.168 -2.610 -0.423
C: -1.251 -2.621 0.440
C: -2.316 -1.760 0.229
Cl: -3.677 -1.871 1.288
H: 2.319 0.423 -2.284
H: 4.062 0.789 -2.288
H: 2.888 1.846 -1.464
H: 5.208 -0.526 -0.926
H: 4.618 -1.135 0.586
H: 0.010 -0.563 1.893
H: 0.456 1.110 2.359
H: -3.185 3.326 0.892
H: -2.550 2.815 -0.665
H: -3.657 0.685 1.202
H: -4.769 1.706 0.268
H: -1.195 -0.165 -2.515
H: 0.678 -1.744 -2.189
H: 0.656 -3.286 -0.251
H: -1.282 -3.308 1.272



(2)
# C15H15ClN4O2

One molecule with the formula C15H15ClN4O2 (ωB97M-V/def2-TZVPD, the Open Molecules 2025 dataset).

Summary:
Structure (SMILES) = O=[N+]([O-])c1ccc(N2CCN(c3cccc(Cl)c3)CC2)nc1
Lowest unoccupied orbital energy = -0.207 eV
Highest occupied orbital energy = -8.15 eV
E = -1410.20636 hartree

CARTESIAN COORDINATES (ANGSTROEM)
O: -4.432 -1.120 -1.219
N: -3.840 -1.392 -0.192
O: -4.379 -1.614 0.877
C: -2.419 -1.454 -0.239
C: -1.685 -1.849 0.884
C: -0.318 -1.851 0.817
C: 0.305 -1.414 -0.374
N: 1.654 -1.317 -0.513
C: 2.518 -0.983 0.599
C: 2.829 0.542 0.527
N: 1.832 1.220 -0.269
C: 0.568 1.448 0.266
C: 0.266 1.193 1.610
C: -0.998 1.427 2.115
C: -2.014 1.916 1.315
C: -1.709 2.211 -0.003
Cl: -2.937 2.846 -1.041
C: -0.446 2.004 -0.522
C: 1.974 0.817 -1.656
C: 2.152 -0.723 -1.738
N: -0.417 -1.116 -1.466
C: -1.725 -1.136 -1.403
H: -2.210 -2.147 1.779
H: 0.261 -2.186 1.662
H: 2.035 -1.233 1.540
H: 3.441 -1.565 0.518
H: 3.792 0.704 0.035
H: 2.890 0.981 1.522
H: 1.010 0.799 2.282
H: -1.199 1.205 3.152
H: -3.007 2.072 1.701
H: -0.268 2.286 -1.546
H: 2.845 1.323 -2.083
H: 1.092 1.102 -2.221
H: 1.592 -1.128 -2.578
H: 3.204 -0.999 -1.832
H: -2.258 -0.871 -2.306



(3)
# C15H15ClNOSm

C15H15ClNOSm as an isolated structure (ωB97M-V/def2-TZVPD, the Open Molecules 2025 dataset).

Summary:
Lowest unoccupied orbital energy (spin up / spin down) = 1.463 / 1.470 eV
Highest occupied orbital energy (spin up / spin down) = -2.65 / -2.65 eV
E = -1828.65860 hartree
2S+1 = 7
Charge = -1

CARTESIAN COORDINATES (ANGSTROEM)
C: 1.751 -2.367 0.973
C: 1.819 -2.471 -0.464
C: 0.463 -2.492 -0.982
H: 2.742 -2.468 -1.064
C: -0.444 -2.391 0.155
C: 0.363 -2.306 1.350
H: -0.021 -2.254 2.378
H: 2.599 -2.341 1.675
H: 0.163 -2.418 -2.041
H: -1.541 -2.289 0.114
Sm: 0.683 -0.249 -0.037
Cl: 1.769 1.042 2.004
C: 0.962 2.554 -4.606
C: -0.273 1.912 -4.951
C: 0.039 0.672 -5.602
H: -1.275 2.303 -4.763
C: 1.467 0.549 -5.660
C: 2.037 1.712 -5.044
H: 3.103 1.924 -4.940
H: 1.066 3.521 -4.109
H: -0.684 -0.046 -5.996
H: 2.022 -0.280 -6.106
O: -1.123 0.282 1.313
N: -1.288 0.533 2.650
C: -2.430 1.164 3.040
C: -2.585 1.582 4.355
C: -1.785 1.008 5.329
C: -0.727 0.201 4.938
C: -0.489 -0.028 3.601
H: -3.292 0.993 2.417
H: -3.423 2.181 4.677
H: -1.989 1.165 6.383
H: -0.059 -0.270 5.654
H: 0.380 -0.627 3.357



(4)
# C15H15ClNOY

C15H15ClNOY as an isolated structure (ωB97M-V/def2-TZVPD, the Open Molecules 2025 dataset).

Summary:
Lowest unoccupied orbital energy (spin up / spin down) = 2.939 / 2.892 eV
Highest occupied orbital energy (spin up / spin down) = -1.63 / -4.40 eV
E = -1209.14115 hartree
2S+1 = 2
Charge = -1

CARTESIAN COORDINATES (ANGSTROEM)
C: 1.621 -1.876 0.286
C: 1.733 -1.989 -1.113
C: 0.415 -2.199 -1.621
H: 2.655 -2.000 -1.702
C: -0.491 -2.248 -0.519
C: 0.254 -2.032 0.650
H: -0.109 -2.171 1.666
H: 2.458 -1.759 0.987
H: 0.167 -2.411 -2.658
H: -1.578 -2.443 -0.578
Y: 0.452 0.211 -0.950
Cl: 2.257 1.812 -0.422
C: 0.876 1.974 -3.155
C: -0.362 1.309 -3.451
C: -0.035 0.086 -4.124
H: -1.358 1.745 -3.356
C: 1.381 -0.001 -4.230
C: 1.943 1.148 -3.618
H: 3.004 1.400 -3.613
H: 0.979 2.980 -2.762
H: -0.736 -0.572 -4.634
H: 1.937 -0.749 -4.793
O: -0.333 0.423 1.255
N: -0.849 0.657 2.485
C: -2.084 1.224 2.522
C: -2.713 1.446 3.730
C: -2.118 0.922 4.881
C: -0.839 0.389 4.841
C: -0.207 0.268 3.623
H: -2.485 1.535 1.555
H: -3.656 1.976 3.731
H: -2.662 0.989 5.792
H: -0.353 0.027 5.741
H: 0.837 -0.070 3.554



(5)
# C15H15N3O4

One molecule with the formula C15H15N3O4 (ωB97M-V/def2-TZVPD, the Open Molecules 2025 dataset).

Summary:
Structure (SMILES) = Cc1cc(OCC(=O)NCc2cccnc2)ccc1[N+](=O)[O-]
Lowest unoccupied orbital energy = -0.346 eV
Highest occupied orbital energy = -9.50 eV
E = -1045.74754 hartree

CARTESIAN COORDINATES (ANGSTROEM)
C: 5.337 -0.435 0.856
C: 3.993 -1.022 0.587
C: 2.953 -0.172 0.226
C: 1.675 -0.646 -0.043
O: 0.621 0.126 -0.398
C: 0.787 1.525 -0.489
C: -0.528 2.206 -0.886
O: -0.622 3.413 -0.898
N: -1.511 1.360 -1.232
C: -2.840 1.812 -1.568
C: -3.887 1.294 -0.619
C: -5.187 1.050 -1.049
C: -6.123 0.587 -0.141
C: -5.721 0.376 1.169
N: -4.489 0.602 1.590
C: -3.602 1.051 0.722
C: 1.420 -2.020 0.044
C: 2.432 -2.874 0.391
C: 3.716 -2.394 0.667
N: 4.704 -3.370 1.023
O: 5.781 -2.994 1.440
O: 4.406 -4.541 0.889
H: 5.338 0.631 0.639
H: 5.616 -0.587 1.898
H: 6.103 -0.924 0.257
H: 3.166 0.883 0.160
H: 1.103 1.952 0.471
H: 1.537 1.786 -1.248
H: -1.347 0.368 -1.149
H: -3.086 1.511 -2.593
H: -2.809 2.907 -1.527
H: -5.458 1.224 -2.081
H: -7.140 0.391 -0.444
H: -6.411 0.010 1.918
H: -2.610 1.229 1.118
H: 0.426 -2.383 -0.162
H: 2.259 -3.937 0.464



(6)
# C15H15N3PY

C15H15N3PY as an isolated structure (ωB97M-V/def2-TZVPD, the Open Molecules 2025 dataset).

Summary:
Lowest unoccupied orbital energy (spin up / spin down) = -1.787 / -1.779 eV
Highest occupied orbital energy (spin up / spin down) = -5.56 / -5.56 eV
E = -1124.25858 hartree

CARTESIAN COORDINATES (ANGSTROEM)
C: -4.375 1.934 0.176
C: -5.453 1.155 -0.294
C: -5.565 -0.020 0.516
C: -4.548 0.014 1.519
C: -3.788 1.192 1.359
Y: -0.674 2.630 -0.258
P: 0.138 2.835 2.318
H: -4.028 2.906 -0.188
H: -6.093 1.405 -1.140
H: -6.308 -0.805 0.395
H: -2.969 1.554 1.984
H: -4.379 -0.745 2.282
H: -0.181 1.938 3.394
H: -0.276 4.047 2.983
H: 1.540 2.970 2.609
N: 6.806 -2.798 -3.182
C: 5.827 -2.414 -2.665
C: 4.623 -1.939 -2.036
C: 4.014 -0.759 -2.485
C: 2.848 -0.291 -1.876
C: 2.278 -1.025 -0.827
C: 2.880 -2.205 -0.367
C: 4.053 -2.659 -0.977
N: 1.069 -0.585 -0.240
C: 0.403 -1.159 0.840
C: -0.751 -0.491 1.032
N: -0.802 0.552 0.121
C: 0.330 0.470 -0.656
H: 4.456 -0.213 -3.319
H: 2.389 0.635 -2.224
H: 2.438 -2.775 0.451
H: 4.521 -3.582 -0.631
H: 0.789 -2.023 1.357
H: -1.570 -0.624 1.708
H: 0.362 0.878 -1.678



(7)
# C15H15N4O9

A 2-piece molecular cluster, C15H15N4O9 overall (ωB97M-V/def2-TZVPD, the Open Molecules 2025 dataset).

Summary:
Lowest unoccupied orbital energy = -0.262 eV
Highest occupied orbital energy = -3.40 eV
E = -1476.45576 hartree
Charge = -1

CARTESIAN COORDINATES (ANGSTROEM)
C: 3.817 -0.780 3.279
C: 2.938 0.437 3.264
O: 1.586 -0.053 3.042
C: 0.681 0.946 2.912
C: -0.711 0.421 2.818
C: -1.747 1.377 3.170
O: -1.519 2.529 3.524
C: -3.217 0.833 3.220
C: -3.340 -0.621 3.617
C: -2.404 -1.529 2.801
C: -0.944 -1.022 2.908
O: 1.034 2.115 2.933
H: 4.868 -0.497 3.340
H: 3.584 -1.421 4.134
H: 3.676 -1.384 2.379
H: 2.951 0.953 4.240
H: 3.221 1.120 2.443
H: -3.763 1.472 3.920
H: -3.674 0.991 2.233
H: -3.083 -0.702 4.683
H: -4.380 -0.947 3.482
H: -2.411 -2.546 3.221
H: -2.772 -1.616 1.756
H: -0.306 -1.568 2.194
H: -0.589 -1.279 3.933
O: 3.440 2.107 -3.706
N: 3.648 1.141 -2.949
O: 4.789 0.649 -2.766
C: 2.549 0.486 -2.239
C: 2.860 -0.636 -1.462
C: 1.878 -1.271 -0.667
N: 2.261 -2.345 0.221
O: 3.467 -2.690 0.348
O: 1.334 -2.878 0.902
C: 0.537 -0.808 -0.652
C: 0.197 0.106 -1.648
N: -1.076 0.483 -2.107
O: -2.219 0.155 -1.834
O: -0.845 1.405 -3.153
N: 0.511 1.597 -3.364
C: 1.128 0.796 -2.452
H: 3.897 -0.954 -1.386
H: -0.229 -1.221 -0.010



(8)
# C15H15N5O7V

C15H15N5O7V as an isolated structure (ωB97M-V/def2-TZVPD, the Open Molecules 2025 dataset).

Summary:
Lowest unoccupied orbital energy (spin up / spin down) = 2.699 / 2.709 eV
Highest occupied orbital energy (spin up / spin down) = -2.27 / -5.61 eV
E = -2324.88203 hartree
2S+1 = 3
Charge = -1

CARTESIAN COORDINATES (ANGSTROEM)
O: -1.740 0.685 0.590
V: -0.856 -0.663 0.632
N: -3.039 -2.283 -0.030
O: -4.078 -2.736 -0.289
O: -2.701 -2.026 1.113
O: -2.196 -1.910 -0.800
N: 0.773 0.278 2.679
O: -0.333 -0.128 2.936
O: 1.530 0.522 3.602
O: 0.959 0.392 1.457
N: 0.286 -0.479 -1.215
C: 0.422 -1.466 -2.170
C: 0.874 -1.257 -3.457
C: 1.310 0.010 -3.792
C: 1.311 1.026 -2.822
C: 0.776 0.748 -1.553
H: -0.058 -2.413 -1.971
H: 0.866 -2.031 -4.210
H: 1.665 0.222 -4.789
H: 1.573 2.066 -2.947
H: 0.683 1.575 -0.865
N: 0.412 -2.525 0.957
C: 1.784 -2.399 0.822
C: 2.695 -3.387 0.913
C: 2.230 -4.717 1.144
C: 0.882 -4.918 1.392
C: -0.021 -3.833 1.231
H: 2.270 -1.494 0.488
H: 3.732 -3.098 0.817
H: 2.915 -5.527 1.345
H: 0.545 -5.900 1.691
H: -1.089 -3.936 1.353
N: -0.505 3.255 0.057
C: -1.697 3.731 -0.553
C: -2.408 4.880 -0.099
C: -1.821 5.706 0.847
C: -0.603 5.369 1.353
C: 0.014 4.169 0.982
H: -2.229 3.054 -1.204
H: -3.408 5.053 -0.467
H: -2.403 6.522 1.250
H: -0.241 6.036 2.122
H: 0.921 3.824 1.458